No. 1
DFT (ωB97M-V with the def2-TZVPD basis set) results for the molecule C16H25N5S2.

SMILES string: CSc1nc(NCCCN(C)C)c2c3c(sc2n1)CN(C)CC3
Gap between HOMO and LUMO in eV: 8.2
Energy in eV: -46119.456
Molar mass in u: 351.5
HOMO level in eV: -7.604
Lowest unoccupied orbital energy in eV: 0.639
Strongest force on any atom in eV/Å: 0.720

```
! RIJCOSX wB97M-V def2-TZVPD def2/J DEFGRID3
* xyz 0 1
C 4.94 1.81 -0.68
S 4.46 0.17 -0.06
C 2.74 0.40 0.10
N 2.08 -0.66 0.55
C 0.76 -0.56 0.70
N 0.10 -1.64 1.17
C 0.75 -2.92 1.28
C 1.01 -3.59 -0.09
C -0.13 -3.34 -1.09
N -1.46 -3.47 -0.50
C -1.76 -4.84 -0.14
C -2.47 -2.94 -1.39
C 0.10 0.66 0.41
C -1.27 1.09 0.49
C -1.44 2.36 0.05
S 0.05 3.12 -0.48
C 0.93 1.67 -0.09
N 2.24 1.57 -0.25
C -2.75 3.07 0.02
N -3.86 2.14 0.11
C -4.16 1.50 -1.16
C -3.65 1.21 1.20
C -2.43 0.29 1.01
H 6.01 1.79 -0.82
H 4.66 2.56 0.05
H 4.42 2.00 -1.62
H -0.89 -1.70 0.98
H 1.71 -2.77 1.78
H 0.11 -3.55 1.89
H 1.92 -3.17 -0.52
H 1.16 -4.65 0.07
H 0.00 -4.01 -1.95
H -0.04 -2.31 -1.46
H -1.02 -5.21 0.56
H -1.77 -5.51 -1.02
H -2.74 -4.88 0.33
H -2.54 -3.51 -2.33
H -2.24 -1.91 -1.63
H -3.44 -2.98 -0.89
H -2.85 3.66 -0.90
H -2.82 3.76 0.86
H -4.49 2.25 -1.86
H -4.97 0.78 -1.01
H -3.30 0.97 -1.60
H -4.55 0.61 1.32
H -3.52 1.81 2.10
H -2.17 -0.16 1.97
H -2.67 -0.51 0.31
*
```

=====

No. 2
DFT (ωB97M-V with the def2-TZVPD basis set) results for the ion C4H11NO2 with charge +1.

Gap between HOMO and LUMO (alpha / beta) in eV: 11.2 / 6.2
Energy in eV: -9900.031
Molar mass in u: 105.1
HOMO level (alpha / beta) in eV: -14.743 / -14.666
Lowest unoccupied orbital energy (alpha / beta) in eV: -3.581 / -8.482
Strongest force on any atom in eV/Å: 6.284

```
! RIJCOSX wB97M-V def2-TZVPD def2/J DEFGRID3
* xyz 1 2
C 1.99 -0.95 0.18
N 0.80 -0.71 -0.62
C -0.26 -0.10 0.13
C 0.18 1.46 0.36
O -0.30 1.83 1.68
C -1.66 -0.09 -0.56
O -1.82 -1.09 -1.44
H 2.63 -1.70 -0.17
H 1.65 -1.44 1.10
H 2.50 0.07 0.34
H 0.50 -1.68 -1.14
H -0.18 -0.65 1.19
H -0.53 2.14 -0.33
H 1.16 1.78 0.48
H -1.22 1.55 1.83
H -1.92 0.85 -1.14
H -2.38 -0.27 0.28
H -1.14 -1.00 -2.18
*
```

=====

No. 3
DFT (ωB97M-V with the def2-TZVPD basis set) results for a structure of composition C22H45N2P3PbSSe.

Gap between HOMO and LUMO (alpha / beta) in eV: 2.9 / 4.6
Energy in eV: -135773.633
Molar mass in u: 748.8
HOMO level (alpha / beta) in eV: -18.165 / -19.262
Lowest unoccupied orbital energy (alpha / beta) in eV: -15.263 / -14.668
Strongest force on any atom in eV/Å: 3.103

```
! RIJCOSX wB97M-V def2-TZVPD def2/J DEFGRID3
* xyz 4 1
Pb 0.29 -2.34 -0.60
P -0.52 1.46 1.17
P -2.68 -1.05 -0.44
P 2.83 1.01 -0.07
H 0.74 -3.07 -4.32
C 1.67 -3.04 -3.74
C 1.66 -3.18 -2.35
H 0.98 -4.03 -2.00
C -0.97 3.01 0.25
C -2.08 1.38 2.15
C 0.49 2.30 2.49
C -3.14 -2.47 -1.54
C -4.05 -1.09 0.79
C -3.18 0.36 -1.52
C 4.34 0.69 -1.10
C 3.76 1.36 1.49
C 2.55 2.76 -0.60
H 2.63 -3.21 -4.27
H 2.66 -3.00 -1.89
H -1.29 3.75 1.00
H -1.80 2.84 -0.44
H -0.13 3.41 -0.32
H -2.18 2.32 2.73
H -2.04 0.54 2.86
H -2.96 1.25 1.51
H -0.17 3.00 3.03
H 1.35 2.85 2.07
H 0.86 1.56 3.21
H -4.23 -2.59 -1.39
H -2.61 -3.38 -1.19
H -2.94 -2.35 -2.61
H -4.83 -0.37 0.49
H -3.67 -0.83 1.79
H -4.49 -2.10 0.82
H -4.24 0.19 -1.80
H -2.55 0.35 -2.42
H -3.09 1.32 -1.00
H 5.18 1.28 -0.70
H 4.16 0.90 -2.16
H 4.58 -0.37 -1.00
H 4.70 1.89 1.28
H 4.00 0.40 1.96
H 3.18 1.94 2.21
H 3.50 3.19 -0.94
H 2.12 3.40 0.17
H 1.86 2.73 -1.45
C 0.91 0.12 -4.49
C 0.55 1.41 -4.95
C -0.81 1.61 -5.28
C -1.74 0.56 -5.17
C -1.38 -0.66 -4.58
C -0.10 -0.75 -4.05
S 2.59 -0.38 -4.58
H 2.67 -0.21 -5.90
H 1.30 2.19 -5.12
H -1.08 2.56 -5.74
H -2.76 0.73 -5.52
H -2.11 -1.48 -4.54
H 0.14 -1.54 -3.33
C 2.55 -0.74 4.20
N 1.13 -0.85 4.50
C 0.55 -0.36 5.66
C -0.76 -0.71 5.63
N -0.98 -1.41 4.46
C -2.25 -2.04 4.09
C 0.17 -1.43 3.71
Se 0.52 -2.42 2.19
H 3.09 -0.97 5.13
H 2.80 0.29 3.87
H 2.82 -1.47 3.41
H 1.15 0.14 6.39
H -1.54 -0.56 6.36
H -2.63 -2.55 4.99
H -2.98 -1.28 3.76
H -2.07 -2.78 3.29
*
```

=====

No. 4
DFT (ωB97M-V with the def2-TZVPD basis set) results for a cluster of 2 separate species, C2H2N2O3S in total.

SMILES string: N=S(=O)=C=O.N=C=O
Gap between HOMO and LUMO in eV: 8.9
Energy in eV: -22061.530
Molar mass in u: 134.1
HOMO level in eV: -10.327
Lowest unoccupied orbital energy in eV: -1.445
Strongest force on any atom in eV/Å: 3.601

```
! RIJCOSX wB97M-V def2-TZVPD def2/J DEFGRID3
* xyz 0 1
N 0.96 -1.03 0.34
S 1.45 -0.30 1.58
O 0.34 0.38 2.15
C 1.94 1.25 0.02
O 1.26 1.51 -0.86
H 1.60 -1.43 -0.33
N -1.23 -0.30 -0.72
C -2.31 0.10 -0.97
O -3.47 0.28 -1.17
H -0.55 -0.46 -0.04
*
```

=====

No. 5
DFT (ωB97M-V with the def2-TZVPD basis set) results for a cluster of 2 separate species, C3H4FNO2S in total.

Gap between HOMO and LUMO in eV: 8.2
Energy in eV: -22308.196
Molar mass in u: 137.1
HOMO level in eV: -9.512
Lowest unoccupied orbital energy in eV: -1.323
Strongest force on any atom in eV/Å: 9.887

```
! RIJCOSX wB97M-V def2-TZVPD def2/J DEFGRID3
* xyz 0 1
C -0.66 -0.10 0.02
C -0.12 -0.10 -1.49
C 0.19 1.47 -1.68
H -0.82 0.85 2.81
H 0.91 -1.54 0.45
H -1.10 -0.45 -2.05
H -0.92 2.02 -1.82
N 0.12 -0.99 0.71
O -1.60 0.59 0.31
O 1.37 2.18 -1.50
F 1.05 -0.86 -1.71
S -0.18 -1.01 2.47
*
```

=====

No. 6
DFT (ωB97M-V with the def2-TZVPD basis set) results for a structure of composition C7H5Cl2N.

Gap between HOMO and LUMO in eV: 8.8
Energy in eV: -33868.935
Molar mass in u: 174.0
HOMO level in eV: -8.605
Lowest unoccupied orbital energy in eV: 0.209
Strongest force on any atom in eV/Å: 5.278

```
! RIJCOSX wB97M-V def2-TZVPD def2/J DEFGRID3
* xyz 0 1
C 1.83 -0.53 0.63
C 1.76 -1.69 1.29
C 0.58 0.02 -0.13
C -0.69 -0.27 0.48
C -0.14 -3.12 1.30
C 0.71 0.52 -1.36
C -1.75 -0.76 0.78
N 1.00 -2.74 1.06
Cl 3.38 -2.28 1.93
Cl -0.87 -4.30 0.37
H 2.86 -0.15 0.71
H -0.08 0.98 -1.76
H 1.75 0.59 -1.78
H -1.19 -2.63 2.06
H -2.48 -0.92 1.55
*
```

=====

- The highest strongest force on any atom belongs to which entry?
  C3H4FNO2S

=====

What did the fifth record say?
DFT (ωB97M-V with the def2-TZVPD basis set) results for a cluster of 2 separate species, C3H4FNO2S in total.

Gap between HOMO and LUMO in eV: 8.2
Energy in eV: -22308.196
Molar mass in u: 137.1
HOMO level in eV: -9.512
Lowest unoccupied orbital energy in eV: -1.323
Strongest force on any atom in eV/Å: 9.887

```
! RIJCOSX wB97M-V def2-TZVPD def2/J DEFGRID3
* xyz 0 1
C -0.66 -0.10 0.02
C -0.12 -0.10 -1.49
C 0.19 1.47 -1.68
H -0.82 0.85 2.81
H 0.91 -1.54 0.45
H -1.10 -0.45 -2.05
H -0.92 2.02 -1.82
N 0.12 -0.99 0.71
O -1.60 0.59 0.31
O 1.37 2.18 -1.50
F 1.05 -0.86 -1.71
S -0.18 -1.01 2.47
*
```